(1)
52
Properties=species:S:1:pos:R:3 method="wB97M-V/def2-TZVPD" relative_energy_kj_mol=0.0 e_lumo_ev=-8.09 homo_lumo_gap_ev=7.0 charge=+2 spin_multiplicity=1
Ti -0.35 0.25 0.09
C -1.08 -3.97 -1.36
C 0.27 -3.72 -0.78
N 1.09 -4.75 -0.63
C 2.31 -4.58 -0.13
C 2.84 -3.35 0.25
C 4.25 -3.25 0.78
O 5.01 -2.28 0.08
C 1.99 -2.24 0.12
C 2.48 -0.89 0.34
N 1.78 0.19 0.32
C 2.53 1.42 0.29
C 3.43 1.77 1.29
C 4.16 2.95 1.17
C 3.99 3.76 0.06
C 3.12 3.40 -0.96
C 2.39 2.23 -0.82
I 1.09 1.55 -2.31
C 0.70 -2.45 -0.38
O -0.13 -1.39 -0.50
H -1.13 -4.99 -1.72
H -1.28 -3.29 -2.20
H -1.86 -3.82 -0.61
H 2.92 -5.47 -0.06
H 4.71 -4.24 0.75
H 4.23 -2.94 1.83
H 5.52 -2.70 -0.62
H 3.56 -0.80 0.42
H 3.58 1.13 2.16
H 4.85 3.23 1.95
H 4.56 4.67 -0.03
H 3.01 4.02 -1.83
C 0.56 0.57 3.12
O -0.19 -0.27 2.19
C -1.39 -0.74 2.86
C -2.23 -1.41 1.81
O -2.32 -0.45 0.75
C -3.34 -0.83 -0.21
H 0.76 -0.01 4.02
H -0.02 1.46 3.35
H 1.49 0.84 2.64
H -1.91 0.12 3.28
H -1.10 -1.43 3.66
H -3.22 -1.63 2.19
H -1.77 -2.33 1.43
H -3.11 -1.83 -0.60
H -3.34 -0.10 -1.01
H -4.30 -0.83 0.30
O -1.68 1.43 -0.85
C -1.46 2.35 -0.01
O -0.56 2.14 0.85
H -2.03 3.28 -0.03

***

(2)
14
Properties=species:S:1:pos:R:3 method="wB97M-V/def2-TZVPD" smiles="O[C@@H]1C=CCC1" relative_energy_kj_mol=75.2 e_lumo_ev=1.00 homo_lumo_gap_ev=10.6 charge=0 spin_multiplicity=1
O 1.21 -1.37 1.03
C 0.82 -0.75 -0.19
C 1.07 0.74 -0.18
C -0.08 1.42 -0.06
C -1.26 0.49 0.09
C -0.69 -0.84 -0.45
H 1.29 -0.70 1.71
H 1.39 -1.27 -0.97
H 2.06 1.18 -0.18
H -0.16 2.50 -0.04
H -2.18 0.81 -0.42
H -1.49 0.41 1.16
H -0.87 -0.90 -1.53
H -1.12 -1.72 0.03

***

(3)
9
Properties=species:S:1:pos:R:3 method="wB97M-V/def2-TZVPD" smiles="O=P([O-])(P)P" relative_energy_kj_mol=5.9 e_lumo_ev=4.30 homo_lumo_gap_ev=8.4 charge=-1 spin_multiplicity=1
O -0.20 0.58 -2.15
P 0.24 -0.16 -0.99
O 1.46 -1.09 -0.91
P -1.48 -1.40 0.01
P 0.30 1.43 0.66
H -0.38 -1.47 1.00
H -2.19 -0.33 0.55
H 0.73 0.66 1.67
H 1.52 1.77 0.16

***

(4)
59
Properties=species:S:1:pos:R:3 method="wB97M-V/def2-TZVPD" smiles="N#Cc1cc(C(=O)c2ccccc2OCC(=O)Nc2ccccc2)cn(C2CCCCC2)c1=O" e_lumo_ev=-0.37 homo_lumo_gap_ev=8.2 charge=0 spin_multiplicity=1
N -1.25 -2.56 -2.90
C -0.74 -1.73 -2.30
C -0.14 -0.67 -1.59
C -0.85 0.46 -1.30
C -0.23 1.54 -0.64
C -0.90 2.83 -0.36
O -0.27 3.83 -0.11
C -2.38 2.79 -0.48
C -3.03 3.55 -1.44
C -4.40 3.43 -1.61
C -5.11 2.55 -0.83
C -4.49 1.80 0.16
C -3.12 1.94 0.36
O -2.40 1.34 1.36
C -3.08 0.50 2.27
C -3.27 -0.91 1.67
O -4.36 -1.44 1.58
N -2.09 -1.42 1.27
C -1.80 -2.64 0.64
C -0.46 -3.02 0.55
C -0.12 -4.20 -0.09
C -1.10 -5.00 -0.64
C -2.43 -4.62 -0.55
C -2.79 -3.45 0.09
C 1.10 1.40 -0.30
N 1.81 0.29 -0.55
C 3.21 0.21 -0.15
C 4.06 1.26 -0.86
C 5.52 1.08 -0.47
C 5.70 1.18 1.04
C 4.83 0.14 1.75
C 3.36 0.32 1.37
C 1.26 -0.83 -1.22
O 1.94 -1.80 -1.43
H -1.89 0.53 -1.61
H -2.45 4.21 -2.06
H -4.90 4.02 -2.37
H -6.18 2.43 -0.98
H -5.07 1.11 0.74
H -4.04 0.91 2.58
H -2.42 0.43 3.15
H -1.27 -0.84 1.45
H 0.30 -2.39 0.99
H 0.93 -4.47 -0.16
H -0.83 -5.91 -1.15
H -3.19 -5.25 -0.98
H -3.82 -3.16 0.16
H 1.60 2.22 0.19
H 3.54 -0.79 -0.46
H 3.94 1.16 -1.94
H 3.73 2.26 -0.58
H 6.13 1.83 -0.97
H 5.87 0.10 -0.81
H 6.74 1.03 1.30
H 5.41 2.18 1.37
H 4.95 0.23 2.83
H 5.16 -0.86 1.46
H 2.76 -0.44 1.86
H 3.02 1.30 1.71

***

(5)
11
Properties=species:S:1:pos:R:3 method="wB97M-V/def2-TZVPD" relative_energy_kj_mol=120.1 e_lumo_ev=0.18 homo_lumo_gap_ev=9.1 charge=0 spin_multiplicity=1
S 3.20 0.46 -0.01
C 1.86 -0.40 -0.33
N 0.88 -0.69 0.58
S -0.46 -1.69 0.27
C -1.72 -0.55 -0.31
N -1.84 0.70 -0.30
S -0.68 1.79 0.30
H 1.67 -0.90 -1.27
H 1.03 -0.45 1.57
H -2.50 -1.22 -0.61
H -1.43 2.95 0.11

***

(6)
19
Properties=species:S:1:pos:R:3 method="wB97M-V/def2-TZVPD" s_squared=0.77 relative_energy_kj_mol=183.5 e_lumo_ev="-4.00 / -7.62" homo_lumo_gap_ev="9.3 / 5.7" charge=+1 spin_multiplicity=2
C 1.71 -0.46 -0.05
C 0.39 -0.80 0.72
C -0.79 -0.22 0.02
C -1.84 -1.01 -0.42
C -0.58 2.05 0.85
N -0.76 1.09 -0.32
N 1.71 -0.90 -1.45
H 1.87 0.63 -0.05
H 2.61 -0.92 0.35
H 0.25 -1.88 0.86
H 0.51 -0.63 1.80
H -1.89 -2.08 -0.49
H -2.79 -0.55 -0.69
H -1.08 1.67 1.73
H -0.94 3.02 0.54
H 0.50 2.17 0.95
H -1.47 1.39 -0.96
H 1.71 -1.92 -1.43
H 0.87 -0.66 -1.96

***

(7)
17
Properties=species:S:1:pos:R:3 method="wB97M-V/def2-TZVPD" smiles="C/C=C/CCC#CCl" relative_energy_kj_mol=277.5 e_lumo_ev=0.84 homo_lumo_gap_ev=10.1 charge=0 spin_multiplicity=1
C -1.23 -1.24 -2.73
C -0.59 -0.26 -1.76
C -0.26 -0.57 -0.48
C 0.53 0.42 0.27
C -0.01 0.36 1.74
C 1.00 0.99 2.62
C 1.85 1.51 3.28
Cl 2.86 2.54 4.25
H -1.79 -2.01 -2.14
H -0.60 -1.71 -3.43
H -1.97 -0.83 -3.39
H -0.05 0.64 -2.13
H -0.62 -1.49 -0.16
H 0.46 1.47 -0.19
H 1.57 0.04 0.20
H -0.05 -0.70 2.16
H -1.09 0.84 1.89

***

(8)
77
Properties=species:S:1:pos:R:3 method="wB97M-V/def2-TZVPD" relative_energy_kj_mol=255.0 e_lumo_ev=-3.93 homo_lumo_gap_ev=5.9 charge=+1 spin_multiplicity=1
Y 2.59 1.04 -1.93
C -2.92 -0.25 -2.37
C -1.87 -0.81 -1.40
C -1.75 -2.29 -1.59
C -2.60 -3.11 -0.85
C -2.64 -4.48 -1.05
C -1.84 -5.05 -2.02
C -0.99 -4.28 -2.79
C -0.17 -4.89 -3.90
C -0.78 -4.62 -5.27
C -0.92 -2.88 -2.56
N -0.04 -2.19 -3.40
C 0.96 -1.48 -3.10
C 1.87 -0.96 -4.09
C 1.94 -1.23 -5.45
C 3.11 -0.62 -5.92
C 3.70 0.01 -4.84
N 2.96 -0.19 -3.71
H -3.08 0.82 -2.23
H -3.87 -0.76 -2.22
H -2.60 -0.40 -3.40
H -2.18 -0.61 -0.37
H -0.92 -0.31 -1.56
H -3.25 -2.66 -0.11
H -3.31 -5.10 -0.46
H -1.88 -6.12 -2.20
H -0.11 -5.97 -3.74
H 0.84 -4.49 -3.87
H -1.78 -5.05 -5.34
H -0.17 -5.07 -6.06
H -0.85 -3.55 -5.45
H 1.26 -1.30 -2.03
H 1.22 -1.81 -6.01
H 3.50 -0.66 -6.92
H 4.63 0.56 -4.82
C -0.86 -0.48 6.47
C -0.34 0.77 5.76
C 0.62 1.52 6.69
C -1.53 1.68 5.46
C 0.43 0.39 4.49
C 1.42 -0.60 4.55
C 2.20 -0.95 3.46
C 1.98 -0.26 2.29
O 2.64 -0.34 1.08
B 2.07 0.62 0.24
O 1.04 1.27 0.94
C 1.01 0.72 2.21
C 0.22 1.06 3.28
H -1.43 -0.20 7.35
H -0.05 -1.13 6.80
H -1.52 -1.05 5.81
H 0.10 1.83 7.60
H 1.02 2.42 6.21
H 1.47 0.90 6.98
H -2.09 1.87 6.38
H -2.21 1.21 4.74
H -1.21 2.65 5.06
H 1.59 -1.12 5.48
H 2.95 -1.73 3.52
H -0.54 1.82 3.18
C -2.11 4.05 0.92
C -0.86 3.92 0.11
C 0.34 4.50 0.43
C 1.46 4.20 -0.36
N 1.37 3.37 -1.40
C 0.16 2.88 -1.77
S 0.06 1.94 -3.15
N -0.93 3.17 -1.01
C 2.78 4.81 -0.08
H -1.94 4.67 1.80
H -2.44 3.06 1.24
H -2.91 4.49 0.33
H 0.44 5.14 1.30
H -1.80 2.74 -1.29
H 2.91 5.03 0.98
H 2.86 5.76 -0.63
H 3.59 4.17 -0.42

***

(9)
48
Properties=species:S:1:pos:R:3 method="wB97M-V/def2-TZVPD" e_lumo_ev=2.52 homo_lumo_gap_ev=7.2 charge=-1 spin_multiplicity=1
C 3.73 -2.21 1.13
C 3.38 -1.18 0.05
C 2.76 -1.85 -1.17
C 2.58 0.03 0.59
C 1.08 -0.20 0.76
As -0.23 1.10 -0.07
N 0.88 1.47 -1.64
Br 1.17 2.94 1.19
C -1.51 2.49 -0.80
C -1.36 3.92 -0.36
F -2.42 4.66 -0.97
C -1.07 -0.42 -1.14
C -2.31 -0.28 -2.01
C -2.43 -1.49 -2.95
I -4.16 -0.22 -0.93
C -1.54 0.91 1.67
Br -0.86 1.80 3.28
C -2.00 -0.49 2.04
C -1.23 -1.32 3.05
Br -3.84 -0.34 2.89
H 3.00 -3.01 1.19
H 4.73 -2.62 0.96
H 3.77 -1.72 2.11
H 4.32 -0.74 -0.30
H 1.77 -2.27 -0.97
H 2.69 -1.16 -2.02
H 3.39 -2.67 -1.50
H 3.01 0.25 1.57
H 2.81 0.89 -0.03
H 0.86 -0.09 1.83
H 0.79 -1.22 0.49
H 1.45 0.67 -1.88
H 1.51 2.23 -1.42
H -2.54 2.19 -0.60
H -1.35 2.47 -1.87
H -0.45 4.40 -0.72
H -1.50 4.07 0.71
H -0.28 -0.63 -1.87
H -1.14 -1.34 -0.56
H -2.24 0.59 -2.66
H -1.50 -1.62 -3.51
H -2.68 -2.39 -2.39
H -3.24 -1.33 -3.66
H -2.41 1.51 1.46
H -2.23 -1.10 1.17
H -0.27 -1.64 2.63
H -1.79 -2.23 3.24
H -1.11 -0.81 4.00

***

(10)
92
Properties=species:S:1:pos:R:3 method="wB97M-V/def2-TZVPD" relative_energy_kj_mol=125.8 e_lumo_ev=1.93 homo_lumo_gap_ev=8.0 charge=-1 spin_multiplicity=1
C -0.95 2.03 0.33
F 0.15 1.30 0.28
F -1.11 2.38 1.65
F -0.94 3.21 -0.43
S -2.31 0.83 -0.28
O -1.64 -0.20 -1.04
O -2.86 0.38 0.98
O -3.31 1.61 -1.05
O -7.15 4.29 -1.53
H -7.36 4.55 -2.43
H -6.51 3.59 -1.62
O -4.83 -3.18 3.63
H -4.63 -2.42 3.08
H -4.34 -3.02 4.44
O -4.07 1.74 4.96
H -4.33 2.64 4.78
H -4.06 1.31 4.11
O -0.94 -5.11 -1.76
H -0.18 -5.34 -2.30
H -1.10 -4.19 -1.95
C 3.32 -1.26 -4.10
C 4.50 -2.17 -3.61
C 4.21 -2.65 -2.23
O 4.74 -3.31 -4.50
H 3.67 -0.90 -5.07
H 3.20 -0.42 -3.42
H 2.35 -1.76 -4.15
H 5.45 -1.63 -3.57
H 4.83 -3.49 -1.94
H 3.19 -3.01 -2.13
H 4.33 -1.96 -1.39
H 5.68 -3.45 -4.63
C -5.85 -3.32 -6.64
C -5.34 -2.55 -5.36
C -5.86 -3.26 -4.14
O -3.94 -2.58 -5.40
H -6.92 -3.16 -6.65
H -5.60 -4.38 -6.60
H -5.41 -2.91 -7.56
H -5.72 -1.53 -5.37
H -6.94 -3.33 -4.02
H -5.46 -2.77 -3.26
H -5.53 -4.30 -4.19
H -3.58 -2.23 -4.58
C -2.70 3.06 -6.61
C -1.52 2.47 -7.32
C -1.87 1.81 -8.64
O -0.54 3.41 -7.52
H -3.20 3.73 -7.31
H -2.38 3.56 -5.70
H -3.49 2.40 -6.25
H -1.11 1.72 -6.65
H -1.56 0.76 -8.55
H -1.41 2.29 -9.50
H -2.90 1.94 -8.96
H -0.91 4.29 -7.65
C 0.72 5.17 7.46
C 0.07 3.94 8.05
C 0.63 2.60 7.67
O 0.26 4.12 9.47
H 0.51 6.13 7.93
H 0.38 5.07 6.43
H 1.79 5.01 7.39
H -1.00 3.88 7.85
H -0.15 1.89 7.94
H 1.60 2.37 8.11
H 0.82 2.57 6.60
H -0.57 3.90 9.91
C 5.75 2.34 1.30
C 5.90 1.69 2.68
C 6.89 0.53 2.82
O 6.39 2.69 3.55
H 6.65 2.84 0.95
H 4.98 3.11 1.21
H 5.52 1.60 0.53
H 4.92 1.34 3.03
H 6.47 -0.37 2.38
H 7.13 0.39 3.87
H 7.85 0.75 2.34
H 7.23 3.00 3.21
C 1.02 -3.29 3.85
C 2.08 -3.97 4.66
C 2.79 -3.07 5.67
O 1.38 -4.98 5.43
H 0.24 -3.96 3.48
H 1.34 -2.70 2.99
H 0.40 -2.62 4.46
H 2.78 -4.34 3.91
H 3.35 -2.25 5.22
H 3.46 -3.68 6.28
H 2.17 -2.58 6.42
H 1.04 -4.62 6.26

***

(11)
61
Properties=species:S:1:pos:R:3 method="wB97M-V/def2-TZVPD" s_squared=2.01 relative_energy_kj_mol=15.7 e_lumo_ev="-2.74 / -4.07" homo_lumo_gap_ev="7.8 / 6.6" charge=+1 spin_multiplicity=3
Pd 0.16 -0.35 -0.84
C 3.12 3.52 1.21
C 3.01 2.11 0.70
C 2.71 1.86 -0.63
C 2.59 0.56 -1.11
C 2.78 -0.51 -0.23
C 3.14 -0.28 1.09
C 3.24 1.03 1.54
S 2.60 -2.20 -0.77
O 3.60 -2.52 -1.74
O 2.51 -3.01 0.42
N 1.13 -2.04 -1.44
C 0.34 -3.17 -1.69
C 0.81 -4.43 -1.98
C -0.09 -5.48 -2.26
C -1.45 -5.28 -2.25
C -1.96 -4.00 -1.94
C -3.34 -3.71 -1.91
C -3.77 -2.45 -1.60
C -2.81 -1.46 -1.31
N -1.52 -1.70 -1.32
C -1.07 -2.95 -1.65
H 2.39 4.17 0.73
H 4.11 3.93 1.01
H 2.95 3.56 2.29
H 2.56 2.69 -1.31
H 2.44 0.37 -2.17
H 3.30 -1.11 1.76
H 3.49 1.21 2.58
H 1.87 -4.61 -2.02
H 0.31 -6.46 -2.49
H -2.13 -6.08 -2.47
H -4.05 -4.49 -2.13
H -4.82 -2.19 -1.57
H -3.12 -0.46 -1.06
N -0.30 -1.01 3.30
C -0.06 -1.22 1.99
N -0.06 -0.12 1.29
C -0.32 0.91 2.19
C -0.35 2.29 2.02
C -0.58 3.07 3.13
C -0.77 2.50 4.40
C -0.72 1.14 4.59
C -0.48 0.36 3.46
H -0.31 -1.71 4.01
H 0.16 -2.21 1.59
H -0.17 2.74 1.04
H -0.61 4.15 3.03
H -0.95 3.15 5.25
H -0.84 0.70 5.58
C -2.30 3.79 -2.21
C -2.70 3.08 -1.09
C -1.96 1.97 -0.70
N -0.88 1.56 -1.37
C -0.50 2.25 -2.45
C -1.18 3.36 -2.90
H -2.86 4.65 -2.54
H -3.57 3.37 -0.51
H -2.23 1.40 0.18
H 0.38 1.88 -2.96
H -0.83 3.88 -3.78

***

(12)
36
Properties=species:S:1:pos:R:3 method="wB97M-V/def2-TZVPD" relative_energy_kj_mol=0.0 e_lumo_ev=-4.32 homo_lumo_gap_ev=8.5 charge=+1 spin_multiplicity=1
C 5.72 -0.21 0.38
C 5.20 0.38 -0.92
O 4.06 1.21 -0.70
C 2.83 0.55 -0.77
C 1.79 1.54 -0.25
O 0.47 1.28 -0.74
C -0.37 0.50 0.02
C -1.52 -0.04 -0.82
C -0.93 -1.32 -1.45
C 0.03 -1.74 -0.41
N 0.29 -0.80 0.42
H 4.94 -0.78 0.89
H 6.07 0.58 1.04
H 6.54 -0.89 0.17
H 5.95 1.02 -1.39
H 4.94 -0.41 -1.63
H 2.86 -0.38 -0.18
H 2.57 0.29 -1.81
H 2.06 2.52 -0.64
H 1.80 1.62 0.84
H -0.69 1.02 0.93
H -1.86 0.71 -1.53
H -2.32 -0.34 -0.15
H -0.38 -1.15 -2.39
H -1.68 -2.09 -1.60
H 0.47 -2.73 -0.31
H 0.90 -0.94 1.21
C -6.02 0.56 1.90
C -5.35 0.00 0.66
O -4.12 -0.69 0.98
H -5.35 1.25 2.41
H -6.93 1.10 1.62
H -6.29 -0.23 2.59
H -5.06 0.79 -0.02
H -6.02 -0.68 0.13
H -4.34 -1.40 1.59

***

Copy entry 3 word for word.
9
Properties=species:S:1:pos:R:3 method="wB97M-V/def2-TZVPD" smiles="O=P([O-])(P)P" relative_energy_kj_mol=5.9 e_lumo_ev=4.30 homo_lumo_gap_ev=8.4 charge=-1 spin_multiplicity=1
O -0.20 0.58 -2.15
P 0.24 -0.16 -0.99
O 1.46 -1.09 -0.91
P -1.48 -1.40 0.01
P 0.30 1.43 0.66
H -0.38 -1.47 1.00
H -2.19 -0.33 0.55
H 0.73 0.66 1.67
H 1.52 1.77 0.16